ORCA calculation (wB97M-V/def2-TZVPD) on the molecule C5H10O.

Bonds (Å) are listed after each position.
Atoms and positions in Å:
1 C -1.779 0.529 0.194  C2 1.536, H7 1.096, H8 1.097, H9 1.099
2 C -0.847 -0.624 -0.206  C1 1.536, C3 1.552, H10 1.095, H11 1.098
3 C 0.477 -0.839 0.577  C2 1.552, C4 1.769, C5 1.882, H12 1.092, H13 1.086
4 C 2.111 -0.749 -0.094  C3 1.769, C5 1.373, H14 1.101
5 C 1.600 0.526 -0.069  C3 1.882, C4 1.373, O6 1.362, H15 1.096
6 O 1.030 1.203 -1.104  C5 1.362, H16 0.967
7 H -1.378 1.521 -0.041  C1 1.096
8 H -2.023 0.503 1.264  C1 1.097
9 H -2.733 0.440 -0.343  C1 1.099
10 H -1.404 -1.550 -0.031  C2 1.095
11 H -0.657 -0.583 -1.286  C2 1.098
12 H 0.398 -0.502 1.613  C3 1.092
13 H 0.649 -1.911 0.607  C3 1.086
14 H 2.020 -1.180 -1.104  C4 1.101
15 H 1.733 1.116 0.845  C5 1.096
16 H 0.803 2.100 -0.821  O6 0.967

Properties
Molar mass, g/mol: 86.1
Relative energy (zero: lowest compared OMol25 entry of this formula, charge and spin), kcal/mol: 96.9
HOMO level, eV: -7.93
LUMO, Eh: 0.024
E_tot, a.u.: -271.5982